{
  "formula": "C22H37ClNO2P3Pd",
  "method": "the ωB97M-V functional and the def2-TZVPD basis",
  "species": ["P", "C", "H", "H", "H", "C", "H", "H", "H", "C", "H", "H", "H", "P", "C", "H", "H", "H", "C", "H", "H", "H", "C", "H", "H", "H", "P", "C", "H", "H", "H", "C", "H", "H", "H", "C", "H", "H", "H", "Pd", "C", "O", "C", "O", "C", "C", "C", "C", "C", "C", "H", "H", "H", "H", "H", "H", "Cl", "C", "C", "C", "C", "N", "C", "H", "H", "H", "H"],
  "coordinates": [[3.871, -0.354, 0.552], [4.401, -0.570, 2.253], [5.421, -0.988, 2.274], [3.727, -1.257, 2.788], [4.409, 0.401, 2.771], [3.675, -1.930, -0.286], [3.344, -1.765, -1.321], [2.931, -2.550, 0.233], [4.641, -2.459, -0.300], [4.960, 0.731, -0.375], [5.933, 0.237, -0.529], [5.125, 1.669, 0.175], [4.524, 0.964, -1.358], [-0.843, 3.162, -0.848], [-0.779, 3.586, 0.932], [-1.443, 4.431, 1.163], [0.255, 3.831, 1.212], [-1.092, 2.701, 1.503], [0.019, 4.570, -1.642], [0.087, 4.383, -2.722], [1.040, 4.634, -1.240], [-0.510, 5.516, -1.463], [-2.598, 3.484, -1.277], [-2.899, 4.496, -0.973], [-3.226, 2.742, -0.764], [-2.738, 3.361, -2.359], [-2.981, -2.455, 0.519], [-3.477, -2.763, 2.219], [-3.942, -3.758, 2.290], [-4.210, -2.011, 2.544], [-2.607, -2.730, 2.890], [-4.409, -2.252, -0.552], [-4.973, -3.197, -0.596], [-4.090, -1.984, -1.570], [-5.072, -1.463, -0.167], [-1.916, -3.761, -0.104], [-2.527, -4.491, -0.658], [-1.418, -4.281, 0.727], [-1.148, -3.353, -0.778], [-0.127, 0.509, -2.324], [2.197, 0.370, 0.571], [1.122, 0.735, 0.839], [-2.031, -0.896, 0.505], [-1.441, 0.078, 0.763], [-1.392, -0.041, -3.874], [-0.788, -1.172, -3.329], [0.604, -1.219, -3.185], [1.382, -0.128, -3.588], [0.774, 1.005, -4.123], [-0.613, 1.042, -4.277], [-2.477, 0.031, -3.906], [-1.404, -1.985, -2.944], [1.075, -2.065, -2.689], [2.456, -0.138, -3.406], [1.368, 1.889, -4.344], [-1.095, 1.950, -4.628], [0.027, -0.958, 5.568], [0.440, -1.871, 4.187], [0.920, -3.180, 4.277], [1.203, -3.856, 3.091], [0.995, -3.185, 1.875], [0.548, -1.937, 1.803], [0.274, -1.271, 2.924], [1.052, -3.626, 5.259], [1.575, -4.879, 3.069], [1.200, -3.694, 0.926], [-0.087, -0.253, 2.860]],
  "atomic_forces_ev_per_a": [[-0.5008, 0.0096, 1.2263], [0.5233, -0.1466, 0.2272], [-0.2223, 0.1183, 0.0223], [0.1003, 0.1876, -0.2799], [0.0028, -0.2472, -0.2103], [-0.4426, -0.1258, -0.2159], [0.2082, -0.0270, 0.2764], [0.2933, 0.2302, -0.0509], [-0.1687, 0.2497, 0.0774], [-0.2343, 0.4575, -0.1059], [-0.2834, -0.0209, 0.1805], [-0.0201, -0.2652, -0.1157], [0.1454, -0.1168, 0.3194], [-0.8945, 1.9830, -0.2076], [0.5823, -1.1678, 0.2337], [0.1004, -0.1826, -0.3672], [-0.3125, -0.0361, -0.0448], [0.0281, 0.3772, 0.0547], [0.6869, -0.8101, -0.3899], [-0.0359, 0.2559, 0.2210], [-0.2578, 0.1029, -0.1360], [-0.0493, -0.3183, 0.1055], [0.0144, -1.0785, -0.3100], [0.2804, -0.2125, -0.0069], [0.0260, 0.3010, -0.1167], [-0.0484, 0.1563, 0.2651], [0.0101, 0.4253, 1.4097], [-0.3357, -0.3892, 0.1430], [0.0475, 0.1904, 0.0211], [0.1867, -0.1600, -0.1458], [-0.1211, -0.0056, -0.2821], [-0.0058, 0.5491, -0.2094], [0.2539, 0.1712, 0.1699], [-0.0984, -0.1367, 0.3049], [0.1610, -0.2344, -0.0658], [0.4959, -0.0694, -0.1159], [0.0486, 0.2962, 0.1926], [-0.1702, 0.2557, -0.1841], [-0.2513, -0.1346, 0.2080], [-0.9848, 4.4531, 8.9339], [1.0640, -0.3751, -2.0280], [0.1310, 0.3255, 0.6441], [-0.2698, -1.0969, -2.0232], [-0.4294, 0.1780, 0.5889], [-1.8764, -0.1618, -1.3425], [-0.3459, -2.5585, -0.4901], [0.8345, -2.5767, -0.6461], [1.9514, -1.0744, -0.7017], [0.9319, 1.4574, -1.9402], [-0.7801, 1.5609, -2.2316], [0.1797, -0.0128, -0.0860], [0.1781, 0.1574, -0.2163], [-0.1073, 0.0638, -0.3017], [-0.2218, 0.0370, -0.1151], [-0.0745, -0.1943, -0.1228], [0.0783, -0.1670, -0.1608], [0.0200, 0.0022, 0.2342], [-0.0163, 0.1234, -0.6860], [-0.0866, 0.1969, -0.1448], [-0.0508, 0.2738, -0.4629], [0.1964, -0.7041, 0.7306], [-0.1707, 0.3733, -0.5797], [0.2588, -0.9546, 0.8069], [0.0166, -0.0646, -0.1900], [-0.0803, 0.2142, 0.2057], [-0.0889, 0.0825, 0.2997], [0.0004, 0.0098, -0.0723]],
  "de_lowest_kj_mol": 0.0,
  "multiplicity": 5,
  "total_energy_ha": -2676.134056,
  "homo_energy_ev": [-18.5, -18.8],
  "mol_weight_g_mol": 582.3,
  "orbital_gap_ha": [0.2582, 0.1551],
  "lumo_energy_ev": [-11.4, -14.6],
  "charge": 4
}



{
  "formula": "C29H57N4O14P2S3",
  "method": "the ωB97M-V functional and the def2-TZVPD basis",
  "species": ["C", "C", "C", "C", "C", "C", "C", "C", "C", "C", "C", "C", "C", "N", "C", "N", "S", "N", "C", "C", "P", "O", "O", "C", "C", "O", "C", "C", "C", "C", "C", "N", "C", "C", "P", "O", "O", "O", "H", "H", "H", "H", "H", "H", "H", "H", "H", "H", "H", "H", "H", "H", "H", "H", "H", "H", "H", "H", "H", "H", "H", "H", "H", "H", "H", "H", "H", "H", "H", "H", "H", "H", "H", "H", "H", "H", "H", "H", "H", "H", "H", "H", "H", "H", "H", "H", "H", "C", "C", "O", "S", "O", "O", "O", "H", "H", "H", "H", "C", "C", "O", "S", "O", "O", "O", "H", "H", "H", "H"],
  "coordinates": [[-3.964, -5.557, 0.140], [-5.200, -4.637, -0.379], [-4.807, -3.973, -1.807], [-4.581, -5.116, -2.955], [-3.224, -4.753, -3.757], [-1.955, -5.667, -3.302], [-0.810, -4.795, -2.581], [0.548, -5.605, -2.298], [1.885, -4.698, -2.494], [1.966, -3.539, -1.390], [3.405, -2.802, -1.316], [3.345, -1.859, 0.012], [4.524, -0.725, -0.008], [3.987, 0.480, -0.689], [3.594, 1.577, 0.175], [4.470, 2.356, 0.824], [6.219, 2.113, 0.747], [2.126, 1.824, 0.280], [1.718, 2.151, 1.681], [0.120, 2.199, 1.921], [-0.455, 1.062, 3.329], [-0.539, 1.954, 4.596], [-1.976, 0.445, 2.908], [-2.959, 1.495, 2.667], [-4.060, 1.547, 3.854], [0.658, -0.176, 3.676], [0.232, -1.469, 3.146], [0.119, -1.489, 1.525], [1.680, 2.821, -0.711], [0.927, 2.469, -2.038], [0.440, 3.480, -3.090], [0.694, 4.868, -2.931], [1.410, 5.226, -1.763], [1.934, 4.376, -0.593], [4.758, 0.921, -2.176], [6.256, 0.540, -2.272], [4.727, 2.650, -2.246], [3.906, 0.406, -3.588], [-2.973, -5.084, -0.211], [-4.107, -6.582, -0.360], [-3.971, -5.655, 1.286], [-5.374, -3.781, 0.361], [-6.173, -5.248, -0.486], [-5.603, -3.244, -2.185], [-3.843, -3.376, -1.644], [-4.551, -6.153, -2.465], [-5.473, -5.062, -3.666], [-3.468, -4.859, -4.872], [-2.948, -3.656, -3.583], [-1.553, -6.210, -4.227], [-2.372, -6.487, -2.601], [-1.237, -4.471, -1.566], [-0.587, -3.856, -3.216], [0.487, -5.973, -1.204], [0.561, -6.548, -2.950], [2.769, -5.425, -2.408], [1.815, -4.307, -3.579], [1.122, -2.796, -1.622], [1.713, -4.024, -0.373], [4.284, -3.533, -1.284], [3.466, -2.143, -2.264], [2.354, -1.289, -0.076], [3.406, -2.505, 0.967], [5.387, -1.218, -0.599], [4.810, -0.582, 1.099], [4.186, 3.159, 1.416], [6.430, 0.845, 1.300], [2.091, 3.231, 1.889], [2.251, 1.507, 2.482], [-0.416, 1.936, 0.940], [-0.173, 3.293, 2.146], [-2.527, 2.550, 2.590], [-3.433, 1.261, 1.639], [-3.644, 2.300, 4.625], [-4.227, 0.507, 4.287], [-4.989, 2.036, 3.406], [1.014, -2.271, 3.414], [-0.775, -1.760, 3.596], [0.602, -2.460, 1.128], [0.695, -0.550, 1.170], [-0.961, -1.357, 1.169], [0.698, 1.359, -2.233], [-0.116, 3.085, -4.018], [1.640, 6.354, -1.668], [2.484, 4.805, 0.319], [4.832, 2.941, -3.185], [4.065, 1.154, -4.223], [-3.265, -0.542, 6.850], [-2.324, -1.687, 7.192], [-3.134, -2.639, 7.880], [-4.646, -2.573, 7.292], [-4.796, -3.615, 6.320], [-5.550, -2.396, 8.387], [-4.504, -1.161, 6.503], [-3.437, 0.100, 7.718], [-2.895, 0.061, 6.020], [-1.490, -1.367, 7.816], [-1.938, -2.164, 6.286], [1.900, 8.721, -4.242], [1.730, 9.960, -5.108], [1.108, 10.923, -4.258], [1.610, 10.687, -2.732], [2.679, 11.601, -2.463], [0.459, 10.568, -1.890], [2.250, 9.210, -2.947], [0.961, 8.168, -4.155], [2.678, 8.056, -4.620], [1.117, 9.771, -5.989], [2.700, 10.360, -5.419]],
  "atomic_forces_ev_per_a": [[-0.8819, 0.2414, -0.4341], [0.5072, 0.5416, -0.4205], [-0.2760, -0.9277, 0.3425], [0.3075, 1.4187, 0.4361], [-0.2337, -0.5803, -0.0248], [-0.5417, 0.1100, -0.2253], [-0.2305, -0.3674, 0.0113], [-0.2987, 0.2091, 0.5114], [-0.9019, -0.9869, -0.0531], [0.1640, -0.8024, -0.4063], [-1.4197, 0.5923, 0.4420], [0.3668, 0.1874, -1.1913], [-0.5442, -3.4196, 0.8629], [0.6240, 2.7020, 0.0132], [-1.3248, 0.8916, -0.4855], [-0.6216, -2.3794, -0.5625], [0.2267, -0.1708, 0.1698], [1.9456, 0.0275, 0.0102], [0.0880, 1.9741, 1.7206], [0.4502, -0.0859, -1.4365], [-0.8132, 2.4326, 4.2885], [0.2665, -2.4372, -3.5817], [2.9279, 0.9273, 0.2949], [-1.9181, 0.8037, -0.2509], [1.1740, 0.8975, -0.7679], [-2.6868, 0.8914, -1.8984], [-0.2538, -1.8653, -1.2295], [0.2165, 0.6028, 0.6484], [-1.5813, 4.1754, -4.3392], [0.4778, 0.8682, 1.0694], [1.9463, 0.1930, 3.1766], [1.2661, -3.1835, 2.5939], [0.3906, -0.7843, 1.0972], [-1.6558, -2.8263, -2.5980], [4.8969, 1.1434, -3.0995], [-4.7886, 0.2519, 0.6293], [-1.0271, -2.7419, -0.2257], [1.1005, 1.9923, 2.7412], [-1.4739, -0.8066, 0.6122], [0.5940, 1.4023, 0.9903], [0.0253, 0.0270, -1.8408], [0.0987, -1.2513, -0.9407], [1.5873, 0.9354, 0.2862], [1.0252, -0.9641, 0.7098], [-1.2609, -0.8556, -0.2718], [0.0715, 1.5107, -0.9157], [1.2203, -0.2543, 0.9691], [0.7220, 0.0232, 1.5105], [-0.5242, -1.4536, -0.2583], [-0.3143, 0.8107, 1.3356], [0.9252, 1.3081, -0.9726], [0.5801, -0.1091, -1.5091], [-0.3895, -1.4075, 0.9295], [0.3001, 0.4646, -1.6704], [0.2318, 1.4504, 0.7765], [-1.0645, 1.2616, -0.1479], [0.4276, -0.3429, 1.7599], [1.3404, -0.7962, 0.4445], [0.4823, 0.7333, -1.4426], [-1.3045, 0.9907, -0.0527], [0.2152, -0.9504, 1.4694], [1.3987, -0.9458, 0.5433], [-0.1742, 1.1136, -1.5131], [-1.0860, 1.4551, 0.9903], [-0.2211, 0.3843, -1.8244], [-0.1935, -0.8599, -0.5253], [-0.8528, 1.0519, -0.3481], [-0.6700, -1.5810, -0.0185], [-0.8846, 0.5996, -1.6883], [0.7894, 0.1774, 1.3613], [0.3594, -2.0149, 0.0445], [-0.1551, -1.5476, 0.1152], [0.6986, 0.2027, 1.7313], [-0.7121, -1.5379, -0.9150], [-0.0331, 1.5395, -0.6445], [1.0496, -0.9831, 0.7236], [-1.1192, 1.6014, 0.0012], [1.4358, 0.3795, -0.4669], [-0.9296, 1.7645, 0.4576], [-0.6870, -1.6729, 0.2554], [1.5409, -0.4153, 0.5451], [0.4192, 1.8840, 0.3699], [0.9872, 0.9228, 1.6907], [-0.5322, -2.0005, -0.2465], [-1.0391, -0.3721, -1.7697], [-0.0256, -0.2629, 1.0784], [-0.3242, -1.1203, 0.4468], [0.3745, 0.3901, 0.4472], [0.2056, 0.0978, -0.5276], [-0.7799, 0.3339, -0.0272], [-0.0887, -0.1440, 0.0918], [-0.1215, 0.7839, 0.7232], [0.6475, -0.3666, -0.8608], [0.1411, -0.8054, 0.0700], [0.0720, -0.0171, -0.0504], [-0.1604, -0.1274, 0.0060], [-0.2030, -0.1557, 0.1236], [0.0294, 0.0782, 0.0128], [-0.4845, -0.2565, -0.3775], [0.5937, -0.1095, -0.2458], [-0.0708, -0.4609, 0.8381], [-0.0117, 0.3986, -0.0478], [-0.8629, -0.7700, 0.0759], [0.8912, 0.2347, -0.5348], [0.0022, 0.6618, -0.0361], [0.0444, 0.0052, -0.0730], [0.0495, 0.1430, 0.2177], [-0.1251, 0.1679, 0.2126], [-0.0411, -0.0869, -0.0317]],
  "total_energy_ha": -4288.333104,
  "homo_energy_ev": -11.9,
  "mol_weight_g_mol": 843.9,
  "orbital_gap_ha": 0.2393,
  "lumo_energy_ev": -5.3,
  "charge": 1
}



{
  "formula": "C18H20FeN2O5S",
  "method": "the ωB97M-V functional and the def2-TZVPD basis",
  "species": ["O", "C", "Fe", "C", "O", "C", "O", "C", "C", "C", "C", "C", "C", "C", "H", "H", "H", "H", "H", "H", "H", "H", "H", "C", "C", "N", "C", "O", "C", "C", "O", "N", "C", "C", "C", "S", "H", "H", "H", "H", "H", "H", "H", "H", "H", "H", "H"],
  "coordinates": [[-2.837, -0.513, 0.895], [-2.544, -1.464, 0.294], [-1.643, -2.818, -0.552], [-2.689, -4.181, -0.387], [-3.346, -4.989, 0.135], [-0.951, -3.051, 1.042], [-0.509, -3.103, 2.120], [0.925, -0.824, -0.559], [1.978, -1.939, -0.595], [1.556, -3.358, -0.992], [0.087, -3.740, -1.015], [-0.618, -3.304, -2.205], [-0.644, -1.898, -2.432], [-0.197, -0.901, -1.568], [0.377, -0.990, 0.398], [2.772, -1.626, -1.289], [2.458, -1.975, 0.398], [1.969, -3.545, -1.997], [2.085, -4.055, -0.329], [-0.026, -4.788, -0.699], [-1.077, -4.009, -2.907], [-1.152, -1.547, -3.338], [-0.747, 0.054, -1.617], [-0.570, 4.539, -1.113], [-1.072, 3.153, -1.408], [-0.355, 2.099, -0.583], [0.909, 1.719, -1.072], [1.441, 2.344, -1.979], [1.568, 0.545, -0.389], [1.540, 0.902, 1.072], [2.484, 0.732, 1.835], [0.291, 1.345, 1.542], [0.141, 1.395, 3.036], [0.608, 2.706, 3.596], [-0.608, 2.083, 0.784], [-1.808, 3.011, 1.479], [-1.038, 5.228, -1.824], [-0.834, 4.859, -0.095], [0.515, 4.577, -1.254], [-2.128, 3.056, -1.144], [-0.907, 2.875, -2.453], [2.617, 0.541, -0.702], [-0.926, 1.235, 3.214], [0.734, 0.560, 3.418], [0.530, 2.658, 4.687], [1.656, 2.868, 3.323], [-0.014, 3.536, 3.233]],
  "atomic_forces_ev_per_a": [[0.2356, -1.8158, -0.2998], [-0.8269, 3.1853, -0.0274], [-1.5624, 1.8432, 0.3928], [-1.7159, -1.7311, 1.1247], [-0.0802, -0.2857, -0.5147], [0.5750, -0.1933, 2.6085], [0.1738, -0.2023, -0.8870], [-1.6897, -1.8748, 0.7268], [0.6363, 0.4905, 0.0493], [0.1372, -0.1231, 0.2997], [1.9965, -1.5756, -1.0674], [0.9537, 0.2990, -0.7085], [0.0487, -1.0303, -0.9796], [0.4540, 1.5639, -0.3939], [0.3804, 0.0992, -0.1052], [-0.0571, 0.0261, 0.0716], [-0.1615, 0.1745, -0.2321], [-0.1438, -0.0443, 0.0618], [-0.0184, 0.0365, 0.0204], [0.0128, 0.2227, -0.5597], [0.0051, 0.3313, 0.1672], [-0.3083, -0.1269, 0.3044], [0.3579, -0.5265, -0.3768], [0.2153, 0.6088, -0.0749], [0.4135, -1.3896, 0.7639], [0.8588, 1.1275, -0.7057], [-0.8416, -0.0503, 0.6600], [0.3703, 0.1861, -1.0282], [0.0153, 0.9055, 0.2485], [-1.2502, 0.4601, 0.0339], [0.7367, -0.2466, 0.5267], [1.0947, 0.1996, 0.6488], [-0.1825, -0.4958, -1.4070], [0.2810, 0.4248, 0.3596], [0.1029, -0.8387, -0.2348], [-1.4657, 0.4170, 0.5189], [0.0598, 0.1114, 0.0165], [0.1141, -0.2193, -0.3532], [-0.1837, 0.0388, 0.0150], [0.1596, -0.0045, -0.1109], [0.0122, 0.0453, 0.2083], [-0.1878, -0.0031, -0.0653], [0.2102, 0.0027, 0.1137], [-0.1286, 0.1395, -0.0450], [0.0760, 0.1275, 0.0572], [-0.1245, 0.0169, 0.0856], [0.2416, -0.3060, 0.0933]],
  "multiplicity": 5,
  "total_energy_ha": -2845.368230,
  "homo_energy_ev": [1.4, -1.6],
  "mol_weight_g_mol": 432.3,
  "orbital_gap_ha": [0.1371, 0.2412],
  "lumo_energy_ev": [5.1, 5.0],
  "charge": -2
}